Below is one molecule with the formula C2H3ClF2 at a distorted geometry, with properties calculated with ωB97M-V/def2-TZVPD.

Values from the calculation:
**Net charge**: 0
**Energy above the lowest of the compared OMol25 structures with the same formula, charge and spin**: 44.2 kJ/mol
**SMILES**: CC(F)(F)Cl
**Orbital gap**: 12.6 eV
**Molar mass**: 100.5 g/mol

Cartesian coordinates (Å):
C 0.48 0.66 -0.16
C -0.33 -0.61 0.14
F 0.06 -0.95 1.29
F -0.02 -1.66 -0.65
Cl -2.13 -0.38 0.12
H 0.63 0.80 -1.25
H 1.47 0.56 0.33
H -0.16 1.58 0.18